{"formula": "C16H29F3N2O10", "method": "ωB97M-V with the def2-TZVPD basis set", "elements": ["F", "H", "H", "H", "H", "H", "C", "H", "O", "H", "C", "O", "H", "H", "C", "H", "H", "H", "O", "C", "H", "F", "H", "C", "H", "H", "C", "C", "H", "O", "H", "H", "H", "H", "O", "N", "C", "H", "F", "C", "C", "H", "C", "H", "O", "H", "O", "H", "C", "C", "O", "H", "C", "O", "O", "H", "H", "N", "C", "C"], "xyz": [[-3.353, 3.018, 0.216], [0.273, -8.548, 1.593], [0.012, -7.083, -0.819], [-1.202, -1.147, 3.157], [2.043, 4.234, 1.757], [1.893, -2.335, 1.046], [0.633, 2.900, -3.437], [-1.945, 4.472, -4.248], [0.002, 0.110, -0.252], [0.144, -2.327, 0.974], [1.502, -5.676, 1.545], [1.266, -5.818, 0.217], [3.752, 1.334, 0.034], [-2.105, 0.063, -1.657], [-2.401, 0.517, 2.483], [0.209, 5.052, -5.210], [-3.236, 0.617, -0.392], [-2.746, -1.654, 2.464], [1.232, 1.910, -3.161], [0.173, -7.497, 1.337], [1.572, -7.783, -0.314], [-2.275, 4.094, -1.327], [-1.335, 4.689, -2.585], [0.748, -7.130, -0.021], [-0.867, -7.185, 1.445], [3.220, 0.726, 1.621], [1.050, -1.980, 0.451], [2.627, 3.312, 1.752], [-1.605, -0.924, 0.551], [2.085, -4.764, 2.032], [1.031, 1.990, 1.183], [-3.386, 0.618, 1.999], [0.245, -2.614, -1.332], [2.650, 2.904, 2.766], [2.233, 0.037, -0.085], [-1.301, 0.842, 1.576], [-2.783, 2.909, -1.007], [0.384, 5.995, -3.707], [-3.789, 2.637, -1.857], [1.076, -0.463, 0.495], [2.005, 2.314, 0.796], [-1.280, 1.837, 1.374], [2.877, 1.075, 0.636], [0.988, -0.133, 1.541], [-0.713, 2.979, -3.542], [-2.380, 1.258, 3.284], [-1.817, 2.003, -1.041], [-2.701, -0.932, 4.072], [-1.275, 0.105, 0.337], [-1.085, 4.360, -3.595], [1.805, 2.974, -0.446], [1.559, 2.320, -1.119], [-2.200, 0.645, -0.741], [0.979, -6.719, 2.227], [1.197, 4.104, -3.674], [3.648, 3.559, 1.449], [1.584, -3.420, -0.890], [1.156, -2.502, -0.906], [0.185, 5.011, -4.120], [-2.261, -0.888, 3.074]], "e_lumo_ev": 0.4, "e_homo_ha": -0.3199, "e_above_lowest_kcal_mol": 0.0, "smiles": "CCN[C@@H](COC(F)(F)F)O[C@@H](CN)OC[C@@H](C)O.O=C1OCCO1.O=C1OCCO1"}

---

{"formula": "C5H10N3", "method": "ωB97M-V with the def2-TZVPD basis set", "elements": ["H", "H", "H", "H", "H", "C", "H", "N", "N", "H", "C", "H", "H", "N", "H", "C", "C", "C"], "xyz": [[2.676, 0.665, -1.497], [0.163, -1.755, -0.486], [2.474, -1.156, -1.133], [-2.418, -2.057, -0.293], [2.489, 0.785, 1.170], [-1.443, 1.098, 0.426], [2.535, -0.975, 1.282], [-0.171, -0.846, -0.111], [-2.438, -1.007, -0.325], [-1.347, 0.900, 1.659], [2.203, -0.054, 0.730], [-2.525, 1.465, 0.307], [-0.616, 2.140, -0.978], [-0.381, 1.908, -0.011], [-3.166, -0.623, 0.144], [2.300, -0.129, -0.790], [0.983, -0.036, -0.074], [-1.320, -0.323, -0.021]], "e_lumo_ev": [-4.8, -4.6], "e_homo_ha": [-0.4863, -0.5150], "e_above_lowest_kcal_mol": 135.5, "total_charge": 1}

---

{"formula": "C37H43N6ORbS4", "method": "ωB97M-V with the def2-TZVPD basis set", "elements": ["C", "H", "C", "C", "H", "C", "C", "C", "Rb", "C", "C", "C", "C", "C", "C", "C", "C", "N", "O", "C", "H", "C", "S", "H", "H", "C", "N", "C", "H", "C", "C", "H", "C", "H", "H", "H", "H", "N", "N", "H", "H", "C", "H", "H", "H", "H", "H", "C", "C", "H", "H", "C", "H", "H", "H", "C", "H", "H", "H", "N", "H", "H", "C", "H", "H", "H", "S", "H", "C", "H", "H", "H", "C", "C", "C", "C", "S", "H", "N", "H", "S", "C", "H", "H", "H", "H", "C", "H", "C", "C", "C", "H"], "xyz": [[0.845, -2.955, -0.657], [2.099, -1.312, 0.935], [-1.741, -1.877, 1.827], [-6.207, -1.555, 0.004], [0.645, -0.562, -3.887], [-0.186, 5.604, 1.833], [-0.904, -2.734, 1.066], [-2.638, 1.847, -1.456], [0.533, 0.591, -0.792], [-6.310, -0.487, -0.876], [-3.118, -3.823, 2.385], [1.906, 4.573, 2.420], [3.712, 1.113, 1.104], [-1.250, -3.290, -4.457], [5.648, -0.560, -1.473], [1.333, 3.312, 2.323], [-2.145, -3.540, -5.485], [2.488, 1.417, 1.306], [-1.177, 0.807, -3.095], [-5.539, -0.037, 1.757], [1.613, 6.693, 2.260], [-2.963, -0.755, -1.386], [-1.487, -0.151, 1.968], [-0.451, -4.000, -4.279], [-3.448, -1.827, 3.092], [-5.642, 1.030, 0.870], [-5.424, 2.373, 1.258], [-2.357, -1.200, -3.884], [-0.570, -4.740, 0.389], [-4.578, 2.911, 2.171], [-1.209, -4.091, 0.974], [-6.041, 1.613, -1.161], [-3.138, -2.608, -5.731], [-1.957, 1.652, -0.623], [-5.960, 3.072, 0.769], [-5.241, 0.131, 2.782], [3.972, -1.072, -2.850], [-0.296, -1.956, -2.663], [0.258, -2.195, 0.434], [1.722, -2.790, 1.852], [6.403, 0.362, 0.415], [4.232, 0.421, -0.045], [-3.623, -1.516, -1.794], [1.312, -2.213, -4.037], [6.523, -0.954, -1.968], [-3.647, 1.944, -1.058], [-2.009, -1.203, -1.101], [1.295, -1.871, 1.417], [-0.012, 3.211, 1.971], [-2.053, -4.439, -6.084], [0.869, -1.260, 2.210], [1.152, 5.715, 2.179], [-6.393, -2.566, -0.337], [0.473, -3.937, -2.484], [2.955, 4.661, 2.684], [-6.028, 0.798, -0.447], [1.194, -3.948, -0.319], [-3.850, -2.761, -6.536], [-0.463, 2.226, 1.898], [3.461, -0.035, -1.081], [1.755, -2.422, -0.946], [4.471, 1.376, 1.860], [5.586, 0.116, -0.250], [-5.705, -2.152, 2.000], [-6.548, -0.646, -1.920], [-3.346, 1.227, 2.378], [-4.721, 4.553, 2.548], [-1.817, 4.259, 1.462], [4.323, -0.620, -1.929], [3.045, 2.311, 3.149], [-2.529, -5.700, 1.504], [1.542, 1.363, 3.146], [-3.228, -1.470, -4.940], [2.148, 2.061, 2.559], [-0.037, -3.163, -1.883], [-5.815, -1.323, 1.314], [-4.274, 1.113, -3.619], [-3.402, -0.254, -0.528], [-3.673, 2.124, 2.755], [1.691, -1.220, -2.619], [-2.581, 0.434, -2.710], [0.906, -1.464, -3.335], [-2.356, 2.756, -1.980], [-0.781, 6.490, 1.649], [-3.026, 2.593, 3.365], [-4.011, -0.752, -5.136], [-1.336, -2.144, -3.664], [-1.004, -3.575, -1.587], [-0.769, 4.347, 1.726], [-2.313, -4.643, 1.610], [-2.822, -2.474, 2.490], [-3.981, -4.229, 2.902]], "e_lumo_ev": 3.8, "e_homo_ha": -0.0850, "e_above_lowest_kcal_mol": 53.0, "total_charge": -2}

---

{"formula": "C9H14ClF3NO4P", "method": "ωB97M-V with the def2-TZVPD basis set", "elements": ["C", "C", "H", "H", "H", "C", "H", "P", "C", "H", "F", "C", "H", "C", "C", "F", "H", "H", "H", "C", "O", "N", "Cl", "H", "O", "O", "O", "H", "F", "C", "H", "H", "H"], "xyz": [[-2.718, 1.322, -3.054], [0.958, -2.371, 2.239], [2.107, -3.056, 4.745], [0.802, -0.945, -1.555], [1.369, -0.524, 3.215], [1.405, -2.240, 4.568], [-0.098, -0.540, -3.028], [-0.595, 1.001, -1.227], [0.555, 3.274, -2.095], [-2.878, 1.604, -0.988], [2.465, 1.484, -1.666], [0.019, -2.804, 4.281], [-3.349, 0.457, -2.935], [-0.132, -0.596, -1.956], [-2.152, 1.823, -1.739], [1.431, 3.879, -2.869], [1.428, -1.583, 5.435], [-0.861, -1.331, -1.695], [-3.323, 2.106, -3.479], [1.687, 1.392, -2.736], [1.102, -2.379, 1.055], [0.399, 1.957, -2.472], [-1.662, -0.075, 0.412], [2.800, -1.569, 3.016], [2.064, 0.886, -3.757], [-0.003, 3.865, -1.223], [0.017, -3.104, 2.874], [0.189, 1.506, -0.196], [-1.749, 1.017, -3.966], [1.739, -1.550, 3.247], [-0.773, -2.080, 4.479], [-0.191, -3.716, 4.834], [-2.051, 2.894, -1.765]], "e_lumo_ev": 0.6, "e_homo_ha": -0.3780, "smiles": "C[PH](Cl)(CCF)N(C(=O)F)C(=O)F.O=C1CCCO1"}

---

{"formula": "C4H7NO2", "method": "ωB97M-V with the def2-TZVPD basis set", "elements": ["H", "H", "O", "C", "C", "N", "C", "H", "H", "H", "H", "H", "O", "C"], "xyz": [[-0.936, -0.107, -1.689], [0.681, 1.771, -1.092], [2.617, -0.837, 0.484], [-1.563, -1.075, 0.179], [-0.660, -0.188, -0.636], [1.352, 1.096, 0.631], [1.636, -0.231, 0.166], [-0.732, 0.809, -0.180], [-2.574, -0.658, 0.133], [-1.572, -2.107, -0.171], [1.557, 1.225, 1.616], [-1.236, -1.057, 1.224], [0.686, -0.715, -0.639], [0.745, 2.073, -0.026]], "e_lumo_ev": 0.4, "e_homo_ha": -0.3338, "e_above_lowest_kcal_mol": 77.2}

---

{"formula": "C48H120F2N9O20S2Sn", "method": "ωB97M-V with the def2-TZVPD basis set", "elements": ["H", "H", "N", "H", "H", "H", "C", "C", "H", "H", "H", "H", "H", "H", "H", "H", "H", "H", "O", "H", "H", "H", "C", "C", "C", "H", "H", "N", "C", "H", "C", "O", "H", "C", "H", "C", "H", "C", "C", "O", "H", "O", "H", "C", "H", "H", "H", "N", "O", "O", "H", "H", "C", "H", "C", "H", "C", "S", "H", "H", "H", "C", "H", "H", "H", "H", "H", "O", "H", "H", "H", "C", "H", "H", "H", "Sn", "H", "O", "H", "C", "C", "N", "H", "H", "H", "H", "C", "N", "H", "C", "H", "H", "H", "O", "H", "H", "O", "H", "H", "H", "O", "H", "H", "H", "H", "H", "H", "H", "C", "F", "H", "H", "H", "C", "O", "H", "O", "N", "C", "H", "H", "H", "H", "C", "H", "H", "C", "H", "H", "S", "F", "C", "H", "H", "H", "H", "H", "O", "H", "C", "N", "C", "O", "O", "C", "H", "H", "H", "O", "H", "H", "H", "C", "H", "H", "H", "C", "H", "H", "N", "H", "H", "H", "C", "H", "C", "H", "H", "C", "H", "O", "C", "H", "H", "C", "C", "O", "C", "H", "H", "C", "C", "C", "C", "H", "C", "H", "H", "C", "H", "N", "H", "O", "H", "H", "H", "C", "H", "H", "C", "H", "C"], "xyz": [[-3.076, -8.476, -1.451], [-1.221, -0.314, -5.035], [-5.557, 8.771, 3.983], [3.380, -6.856, 1.104], [2.167, -6.119, 4.402], [-2.108, -5.905, -6.805], [-0.557, -7.228, -3.209], [-4.184, -0.520, -8.350], [-5.855, 1.002, -13.333], [3.080, 0.581, -5.151], [2.745, 10.083, -4.676], [3.760, 6.800, 0.557], [-5.064, -0.015, -8.749], [2.741, 2.624, -6.318], [-1.794, -7.648, -5.263], [-1.305, -8.604, -1.274], [2.820, 8.242, 0.850], [-5.076, 0.108, -11.094], [3.840, -2.483, -6.685], [2.619, -0.144, 8.279], [1.421, 0.834, -7.696], [1.470, 11.486, -2.563], [0.449, 11.362, -2.921], [-2.127, -7.955, -1.577], [0.623, 9.858, -4.831], [5.677, 2.175, 4.898], [2.083, 6.973, 0.034], [-0.949, -7.246, -5.644], [-5.882, 10.456, 5.790], [6.857, -4.284, -0.623], [4.009, 1.082, -5.424], [-2.380, -0.348, -6.591], [-5.318, 5.731, 2.459], [8.077, -3.556, 0.949], [-6.740, 8.553, 5.767], [1.399, -1.494, 7.404], [0.026, -8.144, -3.293], [4.675, -5.329, 0.804], [-4.015, 10.784, 7.248], [2.939, -3.408, 7.839], [8.765, -4.397, 0.868], [-4.531, -2.702, 7.562], [-6.234, 6.812, 4.485], [2.340, 0.549, 6.444], [-4.783, 2.371, -13.942], [6.009, -3.082, 0.285], [-1.805, -8.475, -7.837], [2.232, 8.302, -3.743], [-1.927, -7.584, -2.910], [2.325, 1.610, 1.255], [2.725, -5.016, 9.140], [-2.576, -0.435, -11.385], [-3.439, 0.327, -7.357], [-9.681, -6.497, 13.135], [-2.837, 5.502, 3.004], [6.537, -5.636, 1.648], [-4.280, 0.852, -11.083], [2.587, 0.301, 0.655], [-2.003, -7.185, -0.815], [6.138, -1.504, -5.443], [1.121, -1.803, 6.397], [-0.489, -6.411, -4.480], [-2.718, 0.602, -4.800], [-4.558, -1.424, -7.869], [-8.093, -3.753, 12.791], [-6.506, -2.794, 7.893], [-3.410, 10.153, 7.899], [-3.996, 1.218, -12.401], [-0.954, -5.430, -4.386], [8.576, -2.788, 0.358], [-10.776, -5.908, 11.838], [-1.379, -7.501, -8.078], [5.067, -3.429, -8.108], [-0.276, -6.630, -2.342], [-7.503, 9.651, 4.621], [4.894, -2.825, 4.746], [-4.639, 1.630, -10.410], [0.282, 10.079, -3.458], [-4.200, 0.710, -6.678], [3.642, 2.063, -6.564], [4.139, -6.389, 1.733], [2.533, -0.951, 1.435], [-4.732, 8.636, 4.550], [0.924, -8.274, -10.398], [0.971, -3.498, 8.308], [4.714, -0.096, -6.807], [2.735, -6.705, 3.679], [5.983, -4.917, 1.204], [-0.454, -5.823, -7.104], [-7.809, -4.720, 12.377], [3.929, 1.678, 7.239], [-4.582, -3.525, 10.200], [-7.568, -5.355, 13.230], [3.513, 8.069, -1.102], [-1.413, 1.322, -5.769], [-3.215, 4.634, 2.464], [-0.091, -0.383, 1.223], [3.763, -3.821, 9.794], [1.954, 0.166, 5.499], [-5.742, -4.167, 12.191], [3.547, -5.813, 2.952], [-0.315, -9.349, -9.695], [-4.558, 11.553, 7.796], [4.393, -4.759, 8.475], [6.377, 1.230, 6.143], [4.425, 2.819, -6.640], [-5.627, 2.406, -12.417], [4.336, -4.418, -6.882], [9.399, -2.462, 2.681], [4.190, 0.383, 0.660], [-2.054, 5.228, 3.711], [-5.358, -4.695, 9.214], [2.238, 8.804, -5.814], [5.208, -0.994, -5.191], [-0.104, -7.578, -8.731], [6.501, 0.664, 4.505], [-3.912, 6.107, 3.759], [-3.325, -0.908, -9.471], [3.484, -4.290, 8.851], [-5.561, -1.643, 9.056], [-2.047, -7.140, -8.860], [3.199, 6.290, -2.176], [10.178, -3.222, 2.612], [-3.094, 0.045, -10.555], [3.285, -7.496, 4.188], [-2.410, -1.187, -9.148], [3.641, 7.933, -3.475], [3.106, -1.414, -5.180], [2.867, -0.348, -7.497], [0.968, -1.311, 0.902], [0.756, -2.375, 2.104], [3.044, 7.483, 0.100], [2.013, -7.186, 3.019], [-4.066, -0.680, 6.957], [-6.652, 10.948, 6.385], [1.889, 8.848, -2.966], [5.383, -0.747, -4.143], [-4.910, 9.872, 6.634], [-7.594, -3.656, 10.234], [-4.548, -1.592, 6.605], [5.057, 0.242, -5.919], [-0.075, -8.321, -9.964], [3.409, 1.551, -7.850], [2.408, 0.190, -0.816], [2.424, 0.519, -7.985], [1.799, -2.572, 9.391], [5.730, -3.599, -6.506], [-6.813, 7.289, 2.901], [8.102, -3.083, 2.344], [0.563, -6.130, -4.523], [-4.083, -1.906, 5.671], [-5.357, 11.119, 5.102], [-5.985, 7.399, 3.601], [4.068, 7.323, -4.271], [4.026, -2.854, -4.683], [-0.097, 9.084, -5.095], [-5.492, -3.694, 9.625], [-6.102, -5.494, 11.208], [2.350, 0.310, -9.052], [-6.654, -3.484, 10.560], [0.471, 10.723, -5.477], [0.511, -0.954, 7.732], [3.997, -4.482, 0.690], [3.817, 7.186, -2.112], [4.194, 8.872, -3.441], [-1.910, 0.390, -5.501], [-10.321, -4.851, 13.123], [-2.401, 0.824, -10.237], [4.000, -2.008, -5.369], [4.736, -5.742, -0.203], [0.861, -2.239, -0.221], [5.820, 1.140, 5.210], [-5.582, -1.395, 6.324], [0.249, 12.111, -3.687], [6.673, -3.940, 0.394], [1.751, -2.736, 8.315], [-8.938, -5.250, 11.608], [-1.234, -6.552, -6.885], [-2.293, 6.151, 2.319], [-0.841, -7.926, -10.632], [4.799, -3.446, -7.052], [2.033, 9.277, -4.853], [3.603, 1.387, 6.240], [-4.886, 6.625, 2.909], [-4.507, 7.183, 2.053], [-6.514, -4.532, 11.515], [9.642, -1.649, 1.997], [-0.217, 11.535, -2.075], [-5.631, -2.582, 8.508], [3.462, 2.285, 5.638], [2.580, -0.561, 7.360], [4.335, 1.724, -4.606], [4.537, 0.568, 5.563], [4.852, 6.908, -1.912], [4.978, -7.038, 1.983], [-3.377, 11.245, 6.494], [-6.542, 9.307, 5.005], [-2.951, 1.208, -7.772], [1.504, 1.125, 6.840], [-9.943, -5.656, 12.493], [9.353, -2.059, 3.693], [-5.094, 1.747, -13.103]], "e_lumo_ev": -8.2, "e_homo_ha": -0.3327, "e_above_lowest_kcal_mol": 179.3, "total_charge": 1}

---

Number 1: maximum force 1.4 eV Å⁻¹, electronic energy -1788.578103 hartree. Number 2: maximum force 4.3 eV Å⁻¹, electronic energy -360.359154 hartree. Number 3: maximum force 0.1 eV Å⁻¹, electronic energy -3456.368264 hartree. Number 4: maximum force 3.0 eV Å⁻¹, electronic energy -1808.243621 hartree. Number 5: maximum force 0.7 eV Å⁻¹, electronic energy -361.757824 hartree. Number 6: maximum force 12.1 eV Å⁻¹, electronic energy -5107.784489 hartree.